Entry from the OMol25 dataset: a molecular structure, C26H34IrNS (ωB97M-V/def2-TZVPD).

Last column: Mulliken charge in e.
Geometry (Å):
C  0.170  1.668  -1.532  2.36
C  -1.267  1.858  -1.178  0.51
C  -2.008  0.918  -1.978  0.05
C  -1.125  0.181  -2.782  0.82
C  0.183  0.598  -2.550  -0.16
Ir  -0.110  0.645  0.191  1.32
C  0.529  -2.544  1.702  3.03
C  1.381  -1.364  1.325  -2.16
H  2.401  -1.296  1.757  0.53
C  1.297  -0.717  0.040  -0.89
H  1.111  -1.356  -0.839  0.54
H  2.229  -0.130  -0.036  0.75
C  1.121  -3.337  2.814  -1.79
H  1.277  -2.653  3.675  0.36
H  0.425  -4.172  3.018  0.49
H  2.121  -3.775  2.474  0.34
C  0.239  -3.488  0.446  -1.43
H  -0.045  -2.865  -0.428  0.23
H  1.059  -4.163  0.124  0.36
H  -0.614  -4.163  0.689  0.37
C  -1.815  3.130  -0.641  -1.68
H  -1.043  3.667  -0.102  0.35
H  -2.182  3.785  -1.440  0.32
H  -2.662  2.919  0.015  0.42
C  -3.476  0.930  -2.118  -1.55
H  -3.888  1.222  -1.150  0.42
H  -3.796  1.658  -2.882  0.36
H  -3.918  -0.035  -2.407  0.40
C  -1.554  -0.794  -3.835  -1.91
H  -2.355  -1.466  -3.482  0.40
H  -1.943  -0.261  -4.722  0.33
H  -0.699  -1.411  -4.150  0.42
C  1.374  0.135  -3.279  -2.02
H  1.384  -0.962  -3.329  0.48
H  1.417  0.502  -4.315  0.37
H  2.254  0.494  -2.747  0.32
C  1.198  2.744  -1.421  -1.68
H  2.191  2.283  -1.492  0.41
H  1.100  3.487  -2.225  0.32
H  1.113  3.278  -0.466  0.18
C  -1.190  -0.973  1.051  0.86
C  -0.853  -2.181  1.846  -0.92
C  -2.616  -1.083  0.656  -0.44
C  -1.647  -2.602  2.890  -0.79
H  -1.373  -0.105  1.757  -0.11
C  -3.386  -1.967  1.394  -0.44
H  -3.079  -0.326  0.021  0.06
C  -2.996  -2.667  2.574  -1.06
H  -1.269  -3.154  3.761  0.47
H  -4.411  -2.111  0.995  0.38
H  -3.745  -3.338  2.979  0.36
S  0.081  1.949  2.039  -0.48
C  1.706  1.705  2.574  0.47
N  2.755  2.355  1.946  0.04
C  4.071  2.136  2.286  -0.39
C  4.363  1.270  3.315  -0.55
C  3.321  0.586  3.970  -0.36
C  2.004  0.799  3.580  -0.41
H  2.530  3.104  1.284  0.30
H  4.804  2.770  1.780  0.41
H  5.376  1.187  3.701  0.43
H  3.541  -0.024  4.836  0.44
H  1.176  0.266  4.039  0.42

Values from the calculation:
LUMO (spin up / spin down) (eV): -3.721 / -4.898
HOMO energy (spin up / spin down) (eV): -8.23 / -10.73
Total energy (hartree): -1567.8398
Multiplicity: 6
Largest force on an atom (hartree/bohr): 0.0715
Net charge: +1
Frontier orbital gap (spin up / spin down) (eV): 4.5102 / 5.8364